Record 1
Density functional theory data (ωB97M-V with the def2-TZVPD basis set) for a cluster of 30 separate species, C11H82NO29 in total at a distorted geometry.

```
123
Properties=species:S:1:pos:R:3:forces:R:3
C 2.90748 -3.72171 -0.21980 -0.931 2.592 -5.385
C 2.84226 -2.07854 -0.31516 0.929 -5.907 7.979
C 1.47105 -1.66833 0.14312 -2.086 -1.784 -0.664
C 1.57708 -0.13632 0.41312 1.551 -1.259 0.765
N 0.25849 0.52376 0.36947 -0.444 2.229 -0.610
C 0.25429 1.88632 1.09001 -0.930 -0.438 0.460
C -1.10723 2.12534 1.85856 2.106 1.024 1.773
C -1.91131 0.86681 1.65952 1.034 0.303 -3.527
C -0.86480 -0.15007 1.07464 -1.330 -2.179 1.497
C 0.09847 0.75468 -1.14838 -2.174 -0.426 -0.824
C -1.25084 1.52883 -1.55126 -0.718 0.277 2.576
C -1.12305 1.65688 -3.05888 -1.153 2.184 -1.479
H 2.73296 -4.02718 0.71822 0.241 -0.748 3.756
H 3.86763 -3.99789 -0.67420 -0.447 -0.523 0.379
H 2.00333 -4.20879 -0.74580 1.412 0.837 0.018
H 3.09010 -1.61877 -1.12135 1.644 2.274 -5.700
H 3.79961 -1.88215 0.43535 -2.757 0.304 -1.352
H 1.00396 -2.45366 0.93331 1.294 2.528 -1.114
H 0.72734 -1.98544 -0.79443 1.819 1.317 2.183
H 2.30944 0.26284 -0.42849 -1.757 -0.368 1.891
H 2.03922 0.09055 1.42859 -0.422 -0.544 -1.287
H 0.41738 2.57873 0.28331 0.424 0.712 0.334
H 0.94642 1.85966 1.90054 1.236 -0.027 -0.241
H -1.39135 3.07834 1.51952 -1.667 0.856 -1.299
H -0.90207 2.57303 2.95796 -0.057 -2.057 -2.077
H -2.74336 0.92254 0.97040 0.006 0.753 -0.660
H -2.43093 0.46160 2.44054 -0.544 -1.060 2.692
H -1.30608 -0.97609 0.45652 0.417 0.888 0.401
H -0.49475 -0.61155 2.03013 0.543 0.116 -1.201
H 0.24741 -0.30893 -1.69231 -0.758 2.641 1.334
H 0.88672 1.44862 -1.50484 -0.065 -0.624 0.650
H -1.34623 2.66000 -0.97577 0.515 -3.189 -1.731
H -2.25722 0.94390 -1.15904 2.657 1.296 -1.417
H -1.01435 0.68297 -3.53617 -0.034 0.045 0.002
H -0.31098 2.37645 -3.46466 -0.748 -1.251 1.150
H -2.04749 2.16064 -3.48961 0.921 -0.860 0.539
O -4.93966 2.46144 -4.06930 -1.281 7.297 2.998
H -5.81224 2.19816 -4.07979 -3.520 -0.092 0.409
H -4.59931 1.74868 -4.38904 4.793 -7.011 -3.103
O 2.79033 -2.13375 3.67706 -0.107 -0.280 0.336
H 2.51054 -1.17564 3.75598 0.004 -1.913 0.957
H 2.56777 -2.71620 4.46061 0.166 1.843 -1.268
O -4.86095 -0.76626 1.02372 0.284 -1.324 1.356
H -5.00467 -0.23352 1.82417 0.136 -0.061 -0.736
H -4.89577 -0.22498 0.25520 -0.223 1.141 -0.726
O -5.23817 0.89041 3.27153 -3.739 2.834 2.876
H -4.95758 1.54641 4.07974 -1.281 -2.298 -3.018
H -6.36429 0.93364 3.24590 4.868 -0.074 0.321
O 6.27519 -2.79201 0.46328 -0.009 0.404 0.814
H 7.11070 -3.11190 0.85435 -0.555 0.242 -0.198
H 5.80065 -2.31440 1.18165 0.554 -0.667 -0.586
O -1.35399 -3.92197 0.71382 -2.127 0.731 0.769
H -1.20110 -4.71952 0.21484 0.434 -0.928 -0.345
H -2.33214 -3.95859 0.94022 1.739 0.118 -0.282
O -3.92807 3.58746 -1.73978 1.636 2.691 5.174
H -4.53346 4.24938 -1.32204 0.444 -0.944 -1.278
H -4.21379 3.28687 -2.53779 -1.896 -1.098 -4.241
O 0.76576 4.07848 -5.53287 -1.845 0.927 -0.536
H 1.48426 3.57090 -5.24933 1.826 -1.139 0.597
H 1.12452 4.77097 -6.09470 -0.023 0.057 0.017
O 2.30241 -6.76374 1.17463 -2.591 2.034 2.673
H 1.52175 -6.48932 0.65659 0.317 -0.566 -0.797
H 1.86788 -6.32443 2.02450 1.996 -1.527 -1.842
O 2.26021 4.18419 2.12476 1.975 2.575 -0.544
H 3.01688 4.85019 2.12283 -0.246 -1.810 1.028
H 1.81166 4.78772 1.53201 -1.917 -0.462 -0.586
O -3.29594 0.50214 -5.12177 -1.406 0.192 -1.774
H -4.02967 0.39414 -5.79322 1.057 -0.415 1.107
H -2.81990 1.21955 -5.58517 0.343 0.102 0.345
O 5.69725 -0.65605 -1.66876 0.992 1.069 0.788
H 6.38557 -0.01608 -1.29829 -1.396 -1.707 -0.641
H 5.75618 -1.48982 -1.16134 0.434 0.626 -0.133
O -1.85658 5.42548 -0.52584 1.177 2.328 -0.972
H -2.55576 4.96302 -0.90721 -2.032 -1.310 -1.326
H -1.62468 4.91718 0.20428 0.823 -1.055 2.262
O -5.12974 1.79724 -0.32402 -2.463 -2.618 1.924
H -4.54240 2.32410 -0.76834 2.542 2.074 -2.434
H -5.17501 2.23643 0.51649 -0.341 0.000 0.895
O 1.67755 5.43119 -1.14351 0.273 1.147 0.779
H 2.37115 5.89200 -0.64921 -0.381 0.965 -0.279
H 2.09341 4.59789 -1.07120 0.228 -2.172 -0.472
O 5.09808 -6.32844 1.27010 -1.279 0.496 -1.904
H 4.93644 -6.58412 2.14756 0.484 -0.633 2.246
H 4.14219 -6.35983 1.00870 0.875 0.187 -0.394
O 1.45983 -6.35455 -2.56162 -10.669 2.550 -1.758
H 2.25976 -6.49998 -2.37020 9.915 -2.206 1.725
H 1.07731 -6.81531 -3.30833 0.721 -0.471 -0.149
O 0.44272 -3.55502 -3.13202 -1.281 -4.409 0.790
H 0.69563 -4.58198 -3.13270 -0.736 3.336 0.241
H 1.21717 -3.15662 -3.42708 2.211 1.215 -0.877
O 1.54457 0.24207 4.39305 1.132 0.145 -4.626
H 2.08766 0.94754 3.85168 -1.285 -1.696 0.867
H 1.49855 0.60616 5.21829 -0.328 1.453 3.546
O -1.99953 2.86399 -6.14093 -0.443 0.016 -0.590
H -1.06938 2.85738 -5.87911 -0.007 0.521 -0.453
H -2.12043 3.39898 -6.95740 0.500 -0.544 1.022
O -1.61506 5.25924 -3.50571 -3.505 3.213 -7.771
H -1.00395 4.64545 -3.70183 3.478 -3.390 -2.505
H -1.53655 5.19584 -2.67097 0.155 0.329 10.169
O -4.51191 -1.53595 4.66068 2.283 -1.001 -0.960
H -4.75562 -0.60603 4.64920 0.338 -0.051 -0.448
H -3.62519 -1.64666 4.14492 -2.592 0.766 1.432
O -0.33188 -6.35837 -0.39351 3.776 2.410 -0.652
H 0.29199 -6.45206 -1.18352 -1.058 0.237 1.097
H -1.00353 -6.94955 -0.51769 -2.710 -2.596 -0.461
O -0.06348 2.82491 5.15910 1.555 1.010 0.153
H -0.79188 2.32967 4.80386 -0.655 -0.655 0.905
H 0.02243 2.87836 6.12774 -0.876 -0.436 -0.771
O -1.71420 -0.00413 4.95139 0.235 -1.151 1.511
H -0.85541 -0.15794 4.59535 1.510 0.685 -1.860
H -1.47334 -0.62994 5.67584 -1.578 0.562 0.213
O 6.24162 -5.03681 -1.52783 -1.500 0.292 2.218
H 5.67264 -5.78678 -1.23340 0.845 0.349 -0.555
H 6.06173 -4.45198 -0.72172 0.671 -0.671 -1.564
O 3.26867 1.92423 3.13560 -1.053 -1.218 -6.568
H 2.76145 2.66009 2.72063 0.526 -0.256 0.369
H 3.32718 2.08099 3.98994 0.888 1.680 6.385
O -1.77856 -2.36304 -1.66896 -0.612 -0.075 1.155
H -1.72573 -2.97884 -0.91664 -0.874 0.397 0.532
H -0.95498 -2.66450 -2.00247 1.494 -0.103 -1.801
O -1.21344 5.97131 2.55562 1.725 2.521 -2.184
H -1.69725 5.52840 3.21438 -1.009 0.133 1.630
H -1.17170 6.98971 2.59172 -0.657 -2.802 0.520
```
Forces are in eV/Å.

As for the energy above the lowest of the compared OMol25 structures with the same formula, charge and spin: 10.2 kcal per mole. The net charge is +1. The gap between HOMO and LUMO comes out at 9.99 eV. The calculation puts the HOMO energy at -12.29 eV. For the lowest unoccupied orbital energy, the calculation gives -2.30 eV.

These are the Löwdin partial charges, in e, on atoms 1 to 4:
1. C -0.052
2. C -0.220
3. C -0.206
4. C -0.131

***

Record 2
Density functional theory data (ωB97M-V with the def2-TZVPD basis set) for the ion C4H5O4S with charge -1 at a distorted geometry.

```
14
Properties=species:S:1:pos:R:3:forces:R:3
C -1.03199 -0.33855 -0.05145 1.356 1.720 -0.178
C 0.52196 1.20451 1.47193 0.634 -0.993 0.383
C -0.68896 -0.75961 -1.44545 1.190 0.828 0.789
C 0.14358 -0.08763 0.87183 0.412 -0.358 -0.245
O 1.18119 0.88974 0.31463 0.001 -0.294 -0.735
O -2.21053 -0.38073 0.38953 -1.215 -0.156 0.669
O 1.29026 1.10106 2.62156 -0.043 -0.386 0.035
O -0.20569 2.32147 1.51854 -1.121 2.097 0.020
S 0.80093 -1.53881 1.56010 -0.003 -0.596 -0.131
H -0.07079 -1.65600 -1.28645 -1.282 -1.376 -0.698
H 0.16152 -0.22847 -1.94887 -1.173 0.863 0.272
H -1.70319 -0.59927 -1.85378 0.900 -1.271 -1.043
H -0.34365 2.80614 0.67513 0.478 -1.287 0.606
H 1.52326 0.12341 2.62157 -0.135 1.209 0.256
```
Forces are in eV/Å.

As for the expectation value of S²: 2.01. As for the energy above the lowest of the compared OMol25 structures with the same formula, charge and spin: 4.9 kcal per mole. The net charge is -1. The multiplicity is 3. The gap between HOMO and LUMO (spin up / spin down) comes out at 4.70 / 5.18 eV. The calculation puts the HOMO energy (spin up / spin down) at -1.11 / -3.89 eV. For the lowest unoccupied orbital energy (spin up / spin down), the calculation gives 3.59 / 1.29 eV.

These are the Löwdin partial charges, in e, on atoms 1 to 4:
1. C -0.571
2. C -0.752
3. C -0.073
4. C -0.693

***

Record 3
Density functional theory data (ωB97M-V with the def2-TZVPD basis set) for a cluster of 2 separate species, CH6NO2 in total at a distorted geometry.

```
10
Properties=species:S:1:pos:R:3:forces:R:3
O 2.57350 -0.37750 -2.82494 -0.135 0.135 -0.251
H 1.63992 -0.21295 -2.61592 0.417 -0.249 0.220
N -0.34323 -0.39614 0.73707 -1.147 0.297 -0.034
C -1.41302 0.69831 1.12311 0.703 0.528 -1.578
O -1.37094 1.14925 2.33639 -0.161 -0.339 0.790
H -0.79869 -1.16582 1.22258 0.571 -0.344 0.016
H 0.46434 -0.17168 1.29567 0.336 0.154 0.364
H -1.26867 1.53541 0.35961 0.079 -0.515 0.016
H -2.31257 0.13296 0.74717 -0.337 0.200 0.341
H 2.82937 -1.19185 -2.38072 -0.326 0.132 0.115
```
Forces are in eV/Å.

As for the energy above the lowest of the compared OMol25 structures with the same formula, charge and spin: 21.7 kcal per mole. The net charge is -1. The gap between HOMO and LUMO comes out at 6.24 eV. The calculation puts the HOMO energy at -2.44 eV. For the lowest unoccupied orbital energy, the calculation gives 3.80 eV.

These are the Löwdin partial charges, in e, on atoms 1 to 4:
1. O -0.084
2. H 0.041
3. N -0.071
4. C -0.679

***

Record 4
Density functional theory data (ωB97M-V with the def2-TZVPD basis set) for a cluster of 2 separate species, C2H8S2 in total at a distorted geometry.

```
12
Properties=species:S:1:pos:R:3:forces:R:3
C 1.16612 -1.52484 -0.69115 0.768 2.143 -2.367
H 0.70222 -1.36149 0.20846 -0.541 -0.060 2.121
H 0.46484 -1.97672 -1.33348 -0.767 -0.814 -0.886
H 2.07018 -2.06143 -0.66447 0.986 -0.822 0.314
H 1.37936 -0.51758 -1.14776 -0.130 -0.933 0.480
C -0.39158 0.46061 1.17449 -0.268 -0.283 1.164
S -0.01904 1.71036 -0.02222 0.084 0.628 -0.356
S -2.06809 2.15395 -0.24871 0.538 0.146 0.013
H 0.44094 -0.09353 1.62134 0.268 0.873 -0.085
H -0.93063 -0.31555 0.64715 -0.784 0.049 0.322
H -0.94061 1.01462 1.96727 0.083 -1.027 -0.314
H -1.87370 2.51161 -1.51092 -0.238 0.100 -0.405
```
Forces are in eV/Å.

Its SMILES is CSS.C. As for the energy above the lowest of the compared OMol25 structures with the same formula, charge and spin: 17.2 kcal per mole. The gap between HOMO and LUMO comes out at 8.76 eV. The calculation puts the HOMO energy at -8.36 eV. For the lowest unoccupied orbital energy, the calculation gives 0.40 eV.

These are the Löwdin partial charges, in e, on atoms 1 to 4:
1. C -0.031
2. H -0.060
3. H 0.017
4. H 0.012

***

Question: Which value of energy above the lowest of the compared OMol25 structures with the same formula, charge and spin does entry 3 give?
Answer: 21.7 kcal per mole